DFT (wB97M-V/def2-TZVPD) results for an isolated ion of composition C4H8FN4 and charge +1 at a distorted geometry.

The SMILES is [H]/N=C(F)/C=C\NC(N)=[NH2+]. For the energy, the calculation gives -12948.3936 eV. As for the relative energy (zero: lowest compared OMol25 entry of this formula, charge and spin): 18.1 kcal per mole. The orbital gap comes out at 10.61 eV. Its HOMO energy is -14.116 eV. As for the total charge: +1. The value obtained for the molar mass is 131.134 g mol⁻¹.

XYZ file:
```
17
Properties=species:S:1:pos:R:3:mulliken_charge:R:1
H -1.40257 2.32381 0.55049 0.270
N -0.96337 1.37336 0.36963 -0.417
C -1.83896 0.51823 0.20617 0.555
F -3.12441 0.62464 0.33148 -0.231
C -1.61827 -0.91681 -0.16592 -0.182
C -0.51736 -1.62636 -0.01847 -0.558
N 0.78079 -1.15892 0.47237 -0.237
C 1.23000 0.05849 -0.00820 0.490
N 0.85320 0.51149 -1.18353 -0.267
N 2.01947 0.72917 0.85933 -0.392
H -2.46769 -1.33841 -0.75868 0.297
H -0.47660 -2.56198 -0.55681 0.352
H 1.60948 -1.74531 0.65657 0.317
H 1.01908 1.39958 -1.53438 0.216
H 0.27099 -0.18063 -1.56342 0.298
H 2.15066 0.44988 1.86171 0.265
H 2.47558 1.53974 0.48166 0.224
```